No. 1
The following is a DFT calculation (ωB97M-V with the def2-TZVPD basis set) of 2 unconnected molecules or ions with the total composition C10H19BCl2NO2P2 at a distorted geometry.

Last column: Löwdin charge in e.
CARTESIAN COORDINATES (ANGSTROEM)
1 C 2.354 -2.998 0.516  -0.30
2 P 2.525 -1.170 0.648  0.76
3 C 2.559 -0.316 -0.987  -0.30
4 P 1.108 -0.277 2.001  0.95
5 C -0.513 -1.225 2.203  -0.33
6 O -0.615 -2.274 1.289  -0.11
7 C -1.446 -2.086 0.197  -0.27
8 C -1.744 -3.234 -0.518  -0.02
9 C -2.521 -3.161 -1.637  -0.08
10 C -3.033 -1.960 -2.096  -0.08
11 C -2.764 -0.820 -1.380  -0.07
12 C -1.969 -0.903 -0.253  -0.04
13 B 0.876 1.571 1.465  -0.76
14 N -0.136 2.052 0.548  0.13
15 O 1.791 2.421 1.997  0.13
16 H 1.434 -3.306 0.013  0.03
17 H 3.205 -3.346 -0.081  0.05
18 H 2.446 -3.430 1.516  0.05
19 H 2.814 -1.006 -1.798  0.05
20 H 1.641 0.227 -1.237  0.03
21 H 3.373 0.416 -0.949  0.04
22 H 1.735 -0.247 3.265  0.03
23 H -1.380 -0.560 2.277  0.11
24 H -0.422 -1.692 3.194  0.11
25 H -1.366 -4.203 -0.201  0.13
26 H -2.752 -4.055 -2.211  0.12
27 H -3.641 -1.865 -2.990  0.11
28 H -3.141 0.159 -1.661  0.11
29 H -1.771 0.024 0.282  0.08
30 H 0.234 2.699 -0.144  0.00
31 H -0.918 2.494 1.022  0.08
32 H 1.547 3.315 1.705  0.11
33 C 0.082 5.891 -1.256  -0.98
34 Cl 0.830 4.544 -2.125  0.53
35 Cl -0.453 5.394 0.356  0.54
36 H 0.809 6.689 -1.152  0.03
37 H -0.778 6.238 -1.818  0.03

Results
2S+1 ... 1
Gap between HOMO and LUMO ... 8.106 eV
Total charge ... +1

No. 2
The following is a DFT calculation (ωB97M-V with the def2-TZVPD basis set) of a molecular structure, C10H19BF5INO9P at a distorted geometry.

Last column: Löwdin charge in e.
CARTESIAN COORDINATES (ANGSTROEM)
1 N 1.192 1.299 -3.302  0.21
2 B 0.610 2.599 -3.179  -0.78
3 O 1.110 3.524 -2.313  0.18
4 O -0.541 2.892 -3.988  0.01
5 P -1.825 3.596 -3.409  0.28
6 O -2.046 3.501 -1.962  -0.18
7 O -1.760 5.098 -3.908  -0.75
8 I -2.426 5.538 -5.761  1.03
9 O -3.001 2.934 -4.296  -0.13
10 C -3.633 1.771 -3.896  -0.48
11 F -2.797 0.939 -3.233  0.15
12 F -4.035 1.142 -5.027  0.15
13 C -4.898 2.073 -3.000  -0.54
14 F -6.004 1.673 -3.622  0.18
15 F -4.807 1.430 -1.844  0.19
16 F -5.012 3.373 -2.762  0.18
17 H 0.649 0.753 -3.966  0.08
18 H 2.145 1.311 -3.652  0.09
19 H 0.831 4.432 -2.493  0.11
20 O 2.650 1.301 -0.641  0.11
21 C 2.076 1.342 0.409  -0.51
22 O 2.792 1.116 1.540  -0.01
23 C 2.248 1.292 2.851  -0.24
24 C 1.510 0.059 3.328  -0.06
25 C 0.583 1.555 0.510  0.03
26 H 1.625 2.186 2.895  0.11
27 H 3.114 1.480 3.483  0.12
28 H 0.646 -0.161 2.702  0.07
29 H 1.161 0.187 4.353  0.09
30 H 2.170 -0.807 3.295  0.07
31 H 0.091 0.592 0.380  0.10
32 H 0.276 2.215 -0.297  0.07
33 H 0.254 1.992 1.448  0.07
34 O 0.134 -3.656 5.254  0.11
35 C 0.678 -4.115 4.289  -0.53
36 O 0.747 -3.361 3.172  -0.02
37 C 1.525 -3.724 2.027  -0.24
38 C 0.773 -4.646 1.090  -0.06
39 C 1.220 -5.526 4.266  0.01
40 H 2.485 -4.143 2.333  0.11
41 H 1.736 -2.778 1.531  0.12
42 H 0.537 -5.598 1.565  0.07
43 H 1.370 -4.846 0.200  0.08
44 H -0.165 -4.184 0.784  0.08
45 H 0.404 -6.202 4.012  0.10
46 H 1.569 -5.766 5.267  0.09
47 H 2.038 -5.684 3.568  0.07

Results
2S+1 ... 1
Gap between HOMO and LUMO ... 7.840 eV
Energy relative to the best compared isomer or geometry (same formula, charge and spin) ... 0.0 kcal/mol

No. 3
The following is a DFT calculation (ωB97M-V with the def2-TZVPD basis set) of 2 unconnected molecules or ions with the total composition C10H19BN2O at a distorted geometry.

Last column: Löwdin charge in e.
CARTESIAN COORDINATES (ANGSTROEM)
1 C 2.771 0.627 0.358  -0.14
2 C 2.518 -0.869 -0.265  -0.25
3 C 1.590 -1.859 0.655  -0.21
4 C 0.130 -1.247 1.083  -0.30
5 C -0.634 -2.159 2.236  -0.10
6 B -0.880 -0.979 -0.230  -0.39
7 N -0.952 -2.055 -1.298  0.12
8 C -1.734 0.425 -0.196  -0.03
9 C -3.203 0.621 0.555  -0.02
10 C -4.080 1.988 0.612  -0.11
11 N -3.559 3.237 -0.014  -0.04
12 C -2.225 3.131 -0.669  -0.13
13 C -1.220 1.866 -0.874  0.00
14 H 3.623 0.564 1.158  0.08
15 H 1.819 1.160 0.780  0.07
16 H 3.184 1.337 -0.508  0.06
17 H 3.584 -1.400 -0.351  0.12
18 H 2.030 -0.786 -1.325  0.10
19 H 2.182 -2.142 1.645  0.12
20 H 1.362 -2.821 -0.013  0.12
21 H 0.309 -0.186 1.592  0.12
22 H 0.051 -3.079 2.494  0.08
23 H -1.676 -2.453 1.780  0.07
24 H -0.800 -1.533 3.238  0.09
25 H -1.892 -2.123 -1.747  0.08
26 H -0.774 -2.969 -0.794  0.08
27 H -3.655 -0.333 1.103  0.09
28 H -5.118 1.981 1.152  0.10
29 H -1.814 4.156 -1.129  0.10
30 H -0.183 1.928 -1.456  0.10
31 O 3.058 1.919 -2.800  -0.07
32 H 2.586 2.592 -3.312  0.04
33 H 3.602 1.462 -3.460  0.05

Results
2S+1 ... 1
Gap between HOMO and LUMO ... 8.804 eV
SMILES string ... CCC[C@H](C)B(N)c1ccncc1.O
Energy relative to the best compared isomer or geometry (same formula, charge and spin) ... 0.0 kcal/mol

No. 4
The following is a DFT calculation (ωB97M-V with the def2-TZVPD basis set) of 2 unconnected molecules or ions with the total composition C10H19BrNO3S3.

Last column: Löwdin charge in e.
CARTESIAN COORDINATES (ANGSTROEM)
1 O 1.814 1.437 -0.015  -0.31
2 S 3.145 0.932 -0.180  0.58
3 O 4.209 1.412 0.629  -0.23
4 O 3.500 1.153 -1.721  -0.17
5 C 3.085 -0.838 -0.055  -0.22
6 C 2.187 -1.590 -1.050  -0.22
7 C 0.704 -1.153 -1.046  -0.38
8 S 0.060 -0.795 -2.700  0.83
9 S 0.561 1.178 -3.116  0.60
10 C -1.750 -0.743 -2.466  -0.39
11 C -2.193 -0.383 -1.047  -0.34
12 C -3.531 0.347 -1.062  -0.57
13 Br -3.329 2.200 -1.613  0.70
14 H 4.119 0.486 -2.050  0.11
15 H 4.115 -1.193 -0.119  0.12
16 H 2.755 -1.017 0.971  0.13
17 H 2.202 -2.632 -0.734  0.13
18 H 2.611 -1.596 -2.056  0.11
19 H 0.066 -1.990 -0.750  0.11
20 H 0.506 -0.324 -0.375  0.06
21 H -0.695 1.546 -3.419  -0.16
22 H -2.097 0.035 -3.145  0.06
23 H -2.115 -1.703 -2.830  0.11
24 H -1.450 0.293 -0.629  0.06
25 H -2.284 -1.273 -0.424  0.13
26 H -3.967 0.351 -0.068  0.07
27 H -4.237 -0.090 -1.765  0.07
28 N -1.140 0.850 2.227  0.00
29 C -1.941 0.331 3.211  -0.14
30 C -1.169 0.156 4.326  -0.10
31 C 0.147 0.589 4.006  -0.10
32 C 0.135 1.014 2.705  -0.14
33 H -1.442 1.083 1.302  0.11
34 H -2.986 0.136 3.039  0.10
35 H -1.509 -0.232 5.272  0.10
36 H 1.002 0.596 4.662  0.10
37 H 0.913 1.428 2.085  0.08

Results
2S+1 ... 1
Gap between HOMO and LUMO ... 6.501 eV
Total charge ... +1

No. 5
The following is a DFT calculation (ωB97M-V with the def2-TZVPD basis set) of a molecular structure, C10H19ClFeIrN at a distorted geometry.

Last column: Löwdin charge in e.
CARTESIAN COORDINATES (ANGSTROEM)
1 Fe -2.130 2.543 -1.189  0.36
2 Cl -1.367 0.435 -0.901  0.09
3 C -1.721 3.948 -2.497  -0.30
4 C -3.530 3.341 -0.076  -0.31
5 H -2.190 4.907 -2.198  -0.02
6 H -0.618 4.020 -2.554  -0.04
7 H -2.129 3.607 -3.469  -0.03
8 H -3.622 4.429 -0.235  -0.03
9 H -3.242 3.094 0.961  -0.04
10 H -4.472 2.826 -0.337  -0.04
11 Ir 0.731 -0.108 -0.002  1.22
12 C 1.464 0.584 -1.720  -0.44
13 C 1.685 1.291 0.730  -0.40
14 H 1.130 1.630 -1.839  0.00
15 H 2.562 0.540 -1.715  0.01
16 H 1.050 -0.042 -2.529  -0.01
17 H 1.706 1.531 1.808  -0.04
18 H 2.286 1.978 0.103  -0.02
19 C -0.485 -1.149 2.761  -0.03
20 C 0.232 -2.154 1.975  -0.30
21 C 0.309 -3.543 2.198  0.02
22 C 1.094 -4.098 1.169  0.01
23 C 1.484 -3.040 0.316  -0.27
24 C 2.287 -3.158 -0.903  -0.01
25 N 0.912 -1.871 0.813  -0.18
26 H -1.516 -1.498 2.893  0.11
27 H -0.502 -0.149 2.305  0.05
28 H -0.056 -1.079 3.769  0.11
29 H -0.201 -4.015 3.029  0.12
30 H 1.344 -5.142 0.995  0.12
31 H 3.017 -2.352 -1.023  0.09
32 H 2.832 -4.110 -0.848  0.09
33 H 1.655 -3.200 -1.791  0.10

Results
2S+1 ... 11
⟨S²⟩ ... 30.04
Gap between HOMO and LUMO (alpha / beta) ... 5.645 / 3.547 eV
Energy relative to the best compared isomer or geometry (same formula, charge and spin) ... 13.6 kcal/mol

No. 6
The following is a DFT calculation (ωB97M-V with the def2-TZVPD basis set) of 2 unconnected molecules or ions with the total composition C10H19F3O4 at a distorted geometry.

Last column: Löwdin charge in e.
CARTESIAN COORDINATES (ANGSTROEM)
1 O 4.030 -1.450 0.107  0.06
2 C 4.527 -1.852 -1.095  -0.21
3 O 3.591 -2.171 -2.193  -0.06
4 C 2.760 -1.016 -2.566  -0.16
5 C 1.211 -1.071 -2.030  -0.19
6 O 1.190 -0.650 -0.620  -0.14
7 O 5.997 -1.987 -1.156  0.09
8 C 6.623 -0.892 -1.914  -0.23
9 F 6.947 0.280 -1.063  0.06
10 F 5.829 -0.391 -3.061  0.05
11 F 7.890 -1.475 -2.496  0.03
12 H 2.748 -0.979 -3.759  0.15
13 H 3.294 -0.026 -2.194  0.15
14 H 0.781 -2.177 -2.054  0.15
15 H 0.563 -0.318 -2.681  0.14
16 H 0.748 0.240 -0.494  0.09
17 C -3.190 -0.507 -0.594  -0.11
18 C -2.451 0.712 -0.061  -0.27
19 C -1.811 0.481 1.310  -0.23
20 C -2.790 0.165 2.447  -0.23
21 C -3.873 1.218 2.694  -0.27
22 C -3.314 2.571 3.109  -0.12
23 H -4.030 -0.783 0.050  0.07
24 H -3.591 -0.297 -1.591  0.07
25 H -2.517 -1.367 -0.674  0.08
26 H -3.132 1.569 -0.029  0.10
27 H -1.659 0.975 -0.773  0.09
28 H -1.220 1.365 1.574  0.10
29 H -1.095 -0.347 1.232  0.10
30 H -2.212 0.028 3.370  0.11
31 H -3.276 -0.798 2.253  0.10
32 H -4.533 0.856 3.490  0.10
33 H -4.502 1.338 1.804  0.10
34 H -2.712 2.481 4.020  0.08
35 H -4.132 3.269 3.313  0.07
36 H -2.691 3.009 2.325  0.07

Results
2S+1 ... 1
Gap between HOMO and LUMO ... 10.134 eV
SMILES string ... O=C(OCCO)OC(F)(F)F.CCCCCC

> Which value of 2S+1 does entry 3 give?

1